Here is C20H18BF2MoN6O2S as an isolated structure from the Open Molecules 2025 dataset. Energies are from ωB97M-V/def2-TZVPD.

Cartesian coordinates (Å):
Mo 0.63717 0.31634 -0.65616
C -2.52122 -0.31071 -0.59833
C -2.34461 1.17497 -0.65185
C -3.48708 2.00226 -0.63796
C -3.35245 3.35708 -0.72058
C -2.06690 3.91911 -0.83442
C -1.83297 5.30907 -0.95043
C -0.55591 5.77986 -1.08379
C 0.53251 4.89116 -1.11397
C 0.32888 3.53708 -0.99352
S 1.66133 2.38758 -1.02354
C -0.97041 3.03274 -0.84276
N -1.12161 1.67737 -0.73525
H -3.47207 -0.56719 -0.13457
H -1.72813 -0.81450 -0.03328
H -2.51015 -0.71901 -1.61005
H -4.46117 1.54129 -0.56317
H -4.21984 4.00433 -0.70795
H -2.67768 5.98473 -0.94008
H -0.36994 6.84037 -1.17838
H 1.53563 5.27705 -1.23758
O 0.06964 -0.72286 -2.31588
N 0.36272 -1.97223 -2.42474
N 0.83019 -2.44323 -1.35130
O 1.01535 -1.65014 -0.29821
C 1.14455 -3.83269 -1.21199
C 2.35879 -4.17010 -0.63552
C 2.66792 -5.51397 -0.50803
C 1.77764 -6.47973 -0.95465
C 0.56915 -6.11552 -1.52903
C 0.23562 -4.77650 -1.66097
H 3.03833 -3.39973 -0.30068
H 3.60973 -5.80731 -0.06616
H 2.02907 -7.52641 -0.85432
H -0.11955 -6.87400 -1.87280
H -0.69908 -4.46882 -2.10647
N -1.36848 0.26881 4.45194
C -0.27442 0.47102 3.68915
C -0.32665 0.39983 2.27991
N 0.76444 0.58552 1.54215
C 1.91898 0.85257 2.17670
C 1.94150 0.93067 3.55642
N 0.87213 0.73802 4.31203
H -2.27608 0.12727 4.05118
H -1.28565 0.37922 5.44732
H -1.25968 0.20691 1.76890
H 2.79805 1.00826 1.57381
H 2.86912 1.14619 4.07115
F 3.10341 -0.60037 -2.15610
B 2.79591 0.11687 -1.08223
F 3.83399 0.50150 -0.34397

Forces on atoms 1 to 2 (eV/Å):
0.1693 0.2119 -0.1799
0.0413 -0.1294 0.0179

- Relative energy (zero: lowest compared OMol25 entry of this formula, charge and spin): 9.5 kJ/mol
- Net charge: +1
- Electronic energy: -52866.36506 eV
- HOMO level (alpha / beta): -10.86 / -10.86 eV
- Lowest unoccupied orbital energy (alpha / beta): -3.996 / -3.851 eV

How positive or negative is each atom? The natural (NBO) charges in e answer that: 0.81 -0.66 0.27 -0.26 -0.10 -0.01 -0.19 -0.18 -0.17 -0.18 0.07 0.13 -0.48 0.25 0.21 0.26 0.24 0.23 0.23 0.24 0.24 -0.46 0.22 0.16 -0.51 0.14 -0.21 -0.19 -0.18 -0.19 -0.22 0.24 0.23 0.23 0.23 0.24 -0.77 0.37 -0.04 -0.40 -0.04 0.05 -0.41 0.40 0.42 0.20 0.24 0.22 -0.50 1.10 -0.50

Here is C20H18BF5N10O2RhS as an isolated structure from the Open Molecules 2025 dataset. Energies are from ωB97M-V/def2-TZVPD.

Cartesian coordinates (Å):
Rh 0.20706 -0.23775 -0.34595
C 3.22153 2.68134 0.47623
C 2.85373 1.36538 0.28848
N 1.60239 1.29979 -0.20693
N 1.17203 2.57613 -0.32625
C 2.11869 3.41864 0.07275
B -0.23144 2.85054 -0.89588
N -1.20653 2.34021 0.18688
C -2.00425 2.89672 1.09896
C -2.56052 1.90134 1.88836
C -2.02425 0.72407 1.40868
N -1.20923 1.00223 0.38405
N -0.45029 1.91825 -2.12521
C -0.99029 2.25834 -3.29366
C -1.06925 1.12923 -4.09490
C -0.54520 0.11120 -3.32236
N -0.14808 0.60067 -2.13805
N -0.39912 4.26001 -1.31576
C -1.45783 5.14103 -1.26182
C -1.12446 6.23300 -1.97676
C 0.16547 5.94459 -2.46871
N 0.58947 4.76704 -2.07006
H 4.16699 3.05326 0.81970
H 3.47010 0.50232 0.42707
H 1.96800 4.48044 0.01368
H -2.12936 3.96305 1.14510
H -3.25582 2.02064 2.69724
H -2.18654 -0.28499 1.73079
H -1.27147 3.27756 -3.48810
H -1.44076 1.06292 -5.09944
H -0.40341 -0.91793 -3.58871
H -2.37816 4.91827 -0.75390
H -1.72659 7.10182 -2.15147
H 0.79792 6.55490 -3.09000
C -0.61748 -2.63763 3.77546
O 0.44421 -2.99732 2.85247
C 0.66070 -2.20813 1.84792
O 0.03857 -1.15697 1.62592
N 1.63141 -2.63999 1.00568
N 2.05355 -1.71109 0.03569
H -0.60823 -3.42097 4.52493
H -1.56809 -2.62150 3.24424
H -0.39806 -1.66921 4.22111
H 2.23869 -3.40120 1.28378
H 2.32918 -2.19109 -0.81691
H 2.85324 -1.19975 0.39542
F -0.88957 -6.08942 -4.77266
C -0.98284 -5.16508 -3.86379
C -2.15294 -5.02954 -3.11482
F -3.16611 -5.83508 -3.32974
C -2.22113 -4.04053 -2.15106
F -3.32140 -3.91559 -1.44382
C -1.14361 -3.13897 -1.89924
S -1.41282 -1.99943 -0.66698
C 0.01733 -3.32736 -2.67976
F 1.07262 -2.52730 -2.48104
C 0.11195 -4.30439 -3.63885
F 1.20864 -4.45634 -4.34633

Forces on atoms 1 to 2 (eV/Å):
-0.0545 0.0945 0.5974
-0.0622 0.1372 -0.0601

- Relative energy (zero: lowest compared OMol25 entry of this formula, charge and spin): 101.9 kJ/mol
- Net charge: +2
- Electronic energy: -68121.32834 eV
- HOMO level (alpha / beta): -14.16 / -14.16 eV
- Multiplicity: 2
- Lowest unoccupied orbital energy (alpha / beta): -7.009 / -9.242 eV

How positive or negative is each atom? The natural (NBO) charges in e answer that: 0.99 -0.31 0.01 -0.31 -0.32 0.08 0.92 -0.31 0.04 -0.30 0.00 -0.23 -0.32 0.07 -0.32 0.00 -0.24 -0.42 -0.05 -0.32 -0.02 -0.28 0.26 0.19 0.26 0.25 0.26 0.24 0.26 0.26 0.22 0.22 0.25 0.23 -0.26 -0.45 0.92 -0.67 -0.47 -0.63 0.24 0.20 0.21 0.43 0.42 0.39 -0.22 0.39 0.31 -0.25 0.40 -0.25 -0.35 0.29 0.33 -0.31 0.29 -0.24

Here is a 15-piece molecular cluster, C20H18Cl42O4 overall from the Open Molecules 2025 dataset. Energies are from ωB97M-V/def2-TZVPD.

Cartesian coordinates (Å):
C -2.97031 -3.39240 -1.02599
C -2.46449 -3.96783 0.07751
C -2.45686 -3.29565 1.41094
O -1.97703 -3.82745 2.43662
C -2.89841 -1.90748 1.36492
C -3.40752 -1.37948 0.21717
C -3.56430 -2.03259 -1.06624
O -3.97423 -1.52435 -2.13610
O -4.03373 -0.21801 0.24780
O -1.98342 -5.20424 0.09768
H -2.98396 -4.01318 -1.90964
H -2.98951 -1.28782 2.24475
H -4.57698 -0.11635 -0.53715
H -1.90937 -5.46656 1.01817
C -5.75352 0.56276 3.02900
Cl -6.99108 -0.50186 3.82611
Cl -5.37790 1.93053 4.04670
Cl -6.40752 1.13689 1.53106
H -4.89234 -0.03490 2.73020
C -1.17721 1.64646 3.68245
Cl -2.20972 2.93715 3.10906
Cl -2.09346 0.24965 4.24518
Cl 0.02092 2.27302 4.92418
H -0.56986 1.42301 2.80535
C 0.52417 -0.36290 -7.36795
Cl 0.41157 -0.78514 -5.63193
Cl 2.17793 -0.12847 -7.91364
Cl -0.30234 1.19945 -7.69787
H 0.07864 -1.13390 -7.99658
C -1.67058 3.21954 -4.02033
Cl -1.94927 1.56603 -3.54739
Cl -2.66565 3.58582 -5.41133
Cl 0.06109 3.43782 -4.40225
H -1.97563 3.80909 -3.15577
C 1.37678 -1.50740 5.29462
Cl 0.06228 -2.58471 4.77911
Cl 2.69861 -2.46881 6.00879
Cl 0.80896 -0.44481 6.55774
H 1.70862 -0.94697 4.42061
C 0.94226 -5.68956 2.66219
Cl 0.42262 -7.36750 2.45760
Cl 0.70051 -4.59460 1.24197
Cl 2.67277 -5.62573 3.01722
H 0.37527 -5.26695 3.49165
C -5.69345 4.75577 0.45284
Cl -5.41364 4.89621 2.17578
Cl -4.87660 3.41344 -0.37768
Cl -5.14712 6.28347 -0.34009
H -6.77054 4.68705 0.30039
C 3.69745 3.57872 2.54976
Cl 3.74768 5.03370 1.58603
Cl 2.61461 2.36570 1.88390
Cl 3.24200 4.04718 4.22382
H 4.72983 3.26228 2.69864
C 4.14249 -1.14519 -4.11870
Cl 3.73946 0.39098 -4.68720
Cl 4.56622 -1.16518 -2.40358
Cl 5.57266 -1.80058 -5.02096
H 3.29164 -1.79037 -4.33757
C 5.23764 -2.65481 1.63779
Cl 6.90067 -2.35681 1.08648
Cl 4.25805 -3.39393 0.34517
Cl 4.52707 -1.08158 2.24451
H 5.43704 -3.34746 2.45546
C 0.75775 0.07457 0.22481
Cl -0.80115 0.88539 0.09946
Cl 0.78964 -1.36689 -0.87617
Cl 1.11938 -0.60791 1.75953
H 1.51155 0.83028 0.00395
C 0.85461 -4.88813 -2.07795
Cl 2.24372 -4.04964 -2.80770
Cl 1.56343 -6.39031 -1.48046
Cl -0.45655 -5.13252 -3.23357
H 0.62335 -4.15951 -1.30095
C 5.23825 3.72229 -3.53156
Cl 5.47305 5.43688 -3.85188
Cl 3.59048 3.40214 -2.98828
Cl 6.49879 3.21221 -2.39879
H 5.40160 3.19266 -4.47013
C -0.10539 6.05159 1.00033
Cl 0.53300 5.81307 2.57893
Cl -1.51878 7.08224 1.17472
Cl -0.59167 4.59426 0.35316
H 0.65499 6.41946 0.31142

Forces on atoms 1 to 2 (eV/Å):
-0.3714 -0.2599 -0.5536
-0.5289 -0.2736 0.4097

- Electronic energy: -555161.01851 eV
- HOMO level: -9.81 eV
- Lowest unoccupied orbital energy: -2.185 eV

How positive or negative is each atom? The Löwdin charges in e answer that: 0.07 -0.27 -0.29 0.02 0.07 -0.28 -0.28 0.10 0.03 0.05 0.11 0.07 0.10 0.08 -1.52 0.49 0.52 0.55 -0.02 -1.49 0.52 0.57 0.46 -0.07 -1.49 0.50 0.51 0.48 0.02 -1.56 0.52 0.54 0.49 0.01 -1.53 0.53 0.51 0.52 -0.03 -1.46 0.56 0.57 0.52 -0.01 -1.51 0.53 0.50 0.48 0.02 -1.51 0.54 0.55 0.49 0.02 -1.58 0.56 0.50 0.49 -0.02 -1.46 0.52 0.49 0.46 0.01 -1.49 0.60 0.51 0.55 -0.01 -1.55 0.50 0.53 0.57 -0.08 -1.56 0.52 0.50 0.52 0.00 -1.66 0.54 0.53 0.56 0.03

Here is C20H18F3O3Zr as an isolated structure from the Open Molecules 2025 dataset. Energies are from ωB97M-V/def2-TZVPD.

Cartesian coordinates (Å):
C -2.27376 0.27547 2.72263
C -2.45551 1.31334 1.77802
C -2.14540 0.78021 0.51339
H -2.81996 2.31591 1.99492
C -1.76710 -0.62987 0.68535
C -1.85037 -0.90075 2.09265
H -1.71183 -1.91642 2.48203
H -2.51308 0.30770 3.77514
H -2.29657 1.36272 -0.35918
H -1.72945 -1.34734 -0.15082
C 2.36211 0.38572 0.74451
C 2.44014 0.34981 2.14862
C 1.76512 -0.80817 2.62634
H 2.96877 1.08051 2.70994
C 1.21767 -1.51652 1.51479
C 1.81999 -0.87839 0.36833
H 1.88670 -1.36400 -0.61760
H 2.53945 1.28222 0.11240
H 1.75089 -1.11684 3.67173
H 0.63965 -2.44682 1.60006
Zr 0.04152 0.62776 1.25075
O 0.17657 0.71716 -0.73644
C -0.24187 1.22709 -2.08248
C -0.83322 -0.04658 -2.41142
H -1.06307 2.03061 -2.05312
H 0.63945 1.56055 -2.56343
H -1.75884 -0.32797 -1.87501
H -2.10596 -2.00506 -3.64852
C -1.12729 -1.84555 -4.01834
C -0.26909 -1.07446 -3.20228
C 1.06320 -0.95464 -3.67266
H 1.75026 -0.36841 -3.07023
C 1.49459 -1.59392 -4.81038
H 2.53877 -1.57031 -5.13443
C 0.58324 -2.31125 -5.61599
H 0.86750 -2.84308 -6.52285
C -0.73045 -2.48755 -5.17623
H -1.43687 -3.17799 -5.72920
F 1.70573 2.73484 5.30818
C 0.44749 2.92940 4.91262
F -0.33375 2.54541 5.95160
F 0.30240 4.23720 4.66199
C 0.20734 2.06350 3.62580
O 0.08828 0.82141 3.76476
O 0.16662 2.58337 2.43403

Forces on atoms 1 to 2 (eV/Å):
-0.2790 -0.3494 0.4461
0.0953 -0.8311 -0.0031

- Relative energy (zero: lowest compared OMol25 entry of this formula, charge and spin): 112.6 kJ/mol
- Net charge: +1
- Electronic energy: -36600.14899 eV
- HOMO level: -11.20 eV
- Lowest unoccupied orbital energy: -5.686 eV

How positive or negative is each atom? The natural (NBO) charges in e answer that: -0.23 -0.23 -0.43 0.26 -0.47 -0.26 0.26 0.26 0.24 0.25 -0.40 -0.30 -0.23 0.25 -0.40 -0.26 0.24 0.26 0.26 0.26 2.07 -0.82 -0.15 0.23 0.22 0.22 0.23 0.23 -0.10 -0.12 -0.14 0.23 -0.21 0.25 -0.08 0.24 -0.23 0.26 -0.31 0.91 -0.30 -0.30 0.70 -0.64 -0.73